# 1
Computed, not measured: a structure of composition C4H5IN2O2S in a non-equilibrium geometry, with ωB97M-V/def2-TZVPD.

## Properties
HOMO energy   -0.309 Eh
Electronic energy   -1111.2324 Eh
HOMO-LUMO gap   6.6 eV
Energy above the lowest of the compared OMol25 structures with the same formula, charge and spin   44.6 kJ/mol

Geometry (Å):
I 3.2741 -0.9177 -0.9138
S 0.9797 1.3127 0.6681
O -2.2804 1.3389 -0.0926
O -1.9683 0.5153 1.9722
N -0.2449 -0.4417 -1.1337
N -0.4775 -1.5805 0.8338
C 0.6986 0.2671 -1.6747
C 1.4994 1.1537 -0.8927
C -0.6489 -0.4186 0.1101
C -1.6449 0.6360 0.6132
H 0.0815 -2.3364 0.4235
H 2.0898 1.9811 -1.4645
H -1.2162 0.1796 2.5777
H 0.9018 0.2350 -2.6791
H -1.0437 -1.9244 1.6524


# 2
Computed, not measured: a structure of composition CH5BrN in a non-equilibrium geometry, with ωB97M-V/def2-TZVPD.

## Properties
HOMO energy   -0.561 Eh
Electronic energy   -2669.5282 Eh
HOMO-LUMO gap   9.9 eV
Energy above the lowest of the compared OMol25 structures with the same formula, charge and spin   132.0 kJ/mol
Charge   +1

Geometry (Å):
Br 2.2838 0.0924 -0.2772
N -0.5511 0.5505 -0.0272
C 0.3866 -0.6447 -0.0648
H -0.5572 1.0178 -0.9913
H 0.2262 -1.2735 -0.8336
H -0.3358 1.3069 0.6717
H 0.2415 -1.1976 0.9564
H -1.6939 0.1483 0.5660